Here is C2H4INS in the gas phase in a non-equilibrium geometry from OMol25. Energies are from wB97M-V/def2-TZVPD.

Its maximum force is 7.42 eV/Å. As for the LUMO energy: -1.289 eV. The spin multiplicity is 1. For the energy relative to the best compared isomer or geometry (same formula, charge and spin), the calculation gives 31.71 kJ/mol. For the orbital gap, the calculation gives 7.96 eV. Its structure (SMILES) is [H]/N=C(/C)SI. The electronic energy comes out at -22563.975 eV.

Each line ends with the Mulliken charge.
Atoms and positions in Å:
H (2.15212, 1.73730, -0.17855)  0.223
N (1.25778, 1.29566, -0.12369)  -0.592
C (0.98219, 0.10368, -0.01861)  0.626
C (-0.45480, -0.34082, 0.03232)  -0.890
S (2.22718, -1.18639, 0.04702)  -0.208
I (4.34849, 0.12509, -0.10779)  0.004
H (-0.85765, 0.01564, 0.84978)  0.303
H (-0.45013, -1.51365, 0.01384)  0.292
H (-0.82366, 0.05133, -0.94548)  0.243

Atomic forces in eV per Å
0.7370 -0.5922 0.0455
-1.6217 2.3314 -0.1204
1.3096 -0.2746 0.1681
3.0604 -4.2394 -5.2599
1.1081 0.0743 -0.0109
-1.2529 -0.8799 0.0980
-2.4664 1.8482 3.9430
-0.4635 2.1356 0.0729
-0.4105 -0.4033 1.0636